The following is a DFT calculation (ωB97M-V/def2-TZVPD) of a cluster of 3 separate species, C2H2FNO in total.

Structure (ORCA input):
```
! wB97M-V def2-TZVPD RIJCOSX def2/J DEFGRID3
* xyz 0 1
C -1.4973 0.4242 0.2138
C 1.8661 -0.9461 0.6588
N -1.7733 -0.6539 0.3779
O 1.5360 -0.1571 -0.1301
F 1.5632 1.4786 0.4189
H -1.5818 1.4583 -0.1171
H 2.4187 -1.1622 1.6104
*
```

energy relative to the best compared isomer or geometry (same formula, charge and spin)	117.4	kcal/mol
HOMO energy (alpha / beta)	-9.67 / -10.80	eV

The following is a DFT calculation (ωB97M-V/def2-TZVPD) of an isolated molecule of C2H2FNO2.

Structure (ORCA input):
```
! wB97M-V def2-TZVPD RIJCOSX def2/J DEFGRID3
* xyz 0 1
C -0.6689 -0.3289 -0.2877
C 0.8134 -0.1604 0.1210
N -1.5956 0.3291 0.2577
O 1.5307 -1.0233 0.5070
O 1.3208 1.0824 0.0607
F -2.8070 -0.0195 -0.1923
H -0.7558 -1.0773 -0.9567
H 2.1624 1.1977 0.4903
*
```

energy relative to the best compared isomer or geometry (same formula, charge and spin)	65.1	kcal/mol
HOMO energy	-11.24	eV
SMILES	O=C(O)/C=N/F

The following is a DFT calculation (ωB97M-V/def2-TZVPD) of a structure of composition C2H2FO2Yb.

Structure (ORCA input):
```
! wB97M-V def2-TZVPD RIJCOSX def2/J DEFGRID3
* xyz 2 2
H 1.6009 1.0008 -1.2942
O 1.7374 -1.1903 -0.9148
C 1.5768 -0.2466 -1.6042
C 0.2231 0.3833 -1.9606
O -0.7520 -0.2937 -1.5704
H 0.2119 0.9185 -2.9258
F -1.5180 -3.9675 0.3468
Yb -0.7135 -2.3531 -0.5259
*
```

energy relative to the best compared isomer or geometry (same formula, charge and spin)	0.0	kcal/mol
HOMO energy (alpha / beta)	-20.20 / -20.20	eV

The following is a DFT calculation (ωB97M-V/def2-TZVPD) of a structure of composition C2H2FOY.

Structure (ORCA input):
```
! wB97M-V def2-TZVPD RIJCOSX def2/J DEFGRID3
* xyz 2 1
O 0.2983 -0.5019 -0.4272
C -0.8179 -0.4277 -0.0545
C -2.0546 -0.4036 0.3849
H -2.4132 -1.1902 1.0493
F -2.8976 0.5632 0.0237
Y 2.6124 0.1012 -0.1032
H 4.1481 0.8188 0.6334
*
```

energy relative to the best compared isomer or geometry (same formula, charge and spin)	55.1	kcal/mol
HOMO energy	-18.16	eV

The following is a DFT calculation (ωB97M-V/def2-TZVPD) of an isolated molecule of C2H2FP.

Structure (ORCA input):
```
! wB97M-V def2-TZVPD RIJCOSX def2/J DEFGRID3
* xyz 0 1
C -1.1505 -0.0064 -0.6971
C 0.2861 0.1450 -0.0868
F -1.7994 -0.7959 0.1862
P 1.9734 -0.7267 -0.1229
H 0.4886 1.1685 -0.3596
H 0.2018 0.2153 1.0802
*
```

energy relative to the best compared isomer or geometry (same formula, charge and spin)	119.8	kcal/mol
HOMO energy (alpha / beta)	-8.61 / -8.75	eV

The following is a DFT calculation (ωB97M-V/def2-TZVPD) of a structure of composition C2H2GaLiO2.

Structure (ORCA input):
```
! wB97M-V def2-TZVPD RIJCOSX def2/J DEFGRID3
* xyz 2 1
H 1.0268 1.2228 -0.0057
O -0.0570 -1.6875 -0.1334
C 0.3155 -0.6823 0.4762
C -0.1632 0.6753 -0.0125
O -0.9350 0.7133 -1.0834
Li -1.6308 -0.8849 -1.5635
Ga 2.0130 -0.5240 1.4134
H -0.5693 1.1673 0.9088
*
```

energy relative to the best compared isomer or geometry (same formula, charge and spin)	26.0	kcal/mol
HOMO energy (alpha / beta)	-19.94 / -19.95	eV

> Which value of energy relative to the best compared isomer or geometry (same formula, charge and spin) does entry 3 give?

0.0 kcal/mol

> Which of these has the lowest energy relative to the best compared isomer or geometry (same formula, charge and spin)?

C2H2FO2Yb